*i*
A cluster of 2 separate species, C5H9N3O in total. Source: the OMol25 dataset; level of theory: the ωB97M-V functional and the def2-TZVPD basis.

Cartesian coordinates (Å):
C (2.6641, -0.4525, -0.2504)
C (-1.7329, 1.5276, 1.1856)
C (-1.0327, -0.6302, 0.0604)
C (1.8769, -1.1135, -1.2634)
C (-0.8883, 0.8609, 0.1417)
O (-2.2805, -1.1399, -0.0869)
N (-0.0098, -1.3539, 0.1524)
N (1.4277, -1.6730, -2.1681)
N (-0.1001, 1.5459, -0.5612)
H (-2.9462, -0.4491, -0.1945)
H (-0.1347, -2.3472, -0.1115)
H (0.4196, 1.0131, -1.2563)
H (2.0965, 0.3627, 0.1938)
H (2.9056, -1.1733, 0.5311)
H (3.5774, -0.0637, -0.6996)
H (-2.7739, 1.5776, 0.8630)
H (-1.6956, 0.9688, 2.1196)
H (-1.3730, 2.5399, 1.3442)

Computed properties:
HOMO level = -0.3652 hartree
charge = 0
E_LUMO = 0.020 Ha
2S+1 = 1



*ii*
A cluster of 2 separate species, C5H9N3O in total. Source: the OMol25 dataset; level of theory: the ωB97M-V functional and the def2-TZVPD basis.

Cartesian coordinates (Å):
C (0.8755, -0.4596, -3.0158)
C (1.7653, -0.5449, -1.0221)
C (-0.1658, -0.1768, -2.1783)
C (0.4585, -0.2666, -0.8680)
C (0.0813, 1.1099, 1.8655)
N (-1.5513, -0.1671, -2.2357)
N (-0.5551, -1.1698, 1.7898)
N (-0.6271, 0.0443, 1.2319)
O (2.0724, -0.6472, -2.3535)
H (1.1831, -0.3720, -4.0635)
H (2.4668, -0.7628, -0.1820)
H (-0.0374, 2.0728, 1.1966)
H (-0.4933, 1.4008, 2.8857)
H (1.1965, 1.1561, 1.9263)
H (-1.9551, 0.5558, -1.6187)
H (-1.8574, -0.2229, -3.1683)
H (-1.3612, -1.7150, 1.8697)
H (0.1360, -1.2720, 2.5029)

Computed properties:
HOMO level (alpha / beta) = -0.2848 / -0.2847 hartree
charge = 0
E_LUMO (alpha / beta) = 0.020 / 0.011 Ha
2S+1 = 1



*iii*
An isolated molecule of C5H9N3O. Source: the OMol25 dataset; level of theory: the ωB97M-V functional and the def2-TZVPD basis.

Cartesian coordinates (Å):
C (1.1842, 1.1960, 0.6969)
N (0.1364, 0.2543, 0.2729)
C (-0.8689, -0.0110, 1.2008)
C (0.2847, -0.4227, -0.9461)
C (1.4232, -0.0811, -1.9151)
C (-2.1768, -0.1247, 0.9238)
O (-0.4469, -0.1207, 2.5105)
N (-0.4533, -1.3982, -1.3899)
N (1.5033, -0.6721, -3.0645)
H (-1.2011, -0.3917, 3.0593)
H (-1.1586, -1.6323, -0.6901)
H (0.6980, -1.3297, -3.0887)
H (2.1665, 0.6612, -1.6012)
H (1.3601, 1.9513, -0.0767)
H (0.8998, 1.7589, 1.5943)
H (2.1164, 0.6632, 0.9095)
H (-2.9176, -0.3152, 1.6908)
H (-2.5493, 0.0142, -0.0864)

Computed properties:
HOMO level = -0.3239 hartree
charge = 0
E_LUMO = 0.013 Ha
2S+1 = 1



*iv*
An isolated molecule of C5H9N3O. Source: the OMol25 dataset; level of theory: the ωB97M-V functional and the def2-TZVPD basis.

Cartesian coordinates (Å):
C (-1.3547, -1.0168, -0.3024)
C (0.9324, -0.8774, 0.5190)
C (2.1622, 0.1142, 0.2977)
C (1.2661, 1.3872, -0.2801)
C (-0.0492, 1.0272, -0.3510)
H (-2.9096, 0.6167, 1.3083)
H (-4.0380, 0.5489, -0.0760)
H (-1.1215, -1.9797, -0.7817)
H (1.1006, -1.7911, -0.1478)
H (0.7681, -1.1380, 1.6224)
H (2.4882, 0.6798, 1.3663)
H (2.7518, -0.5630, -1.3490)
H (1.6202, 2.3506, -0.3794)
H (-0.9724, 1.5927, -0.5772)
N (-2.9388, 0.6014, 0.0623)
N (-2.5767, -0.7160, -0.4941)
N (-0.3041, -0.2824, 0.0732)
O (3.1753, -0.5542, -0.5103)

Computed properties:
HOMO level = -0.2980 hartree
charge = 0
E_LUMO = 0.026 Ha
2S+1 = 1



Stability ranking, top entry: *i*; the second entry is 0.0198 hartree less favorable.



*i*
An isolated molecule of C5H9N3O. Source: the OMol25 dataset; level of theory: the ωB97M-V functional and the def2-TZVPD basis.

Cartesian coordinates (Å):
C (1.7442, -0.4409, -0.1703)
C (0.9813, -0.3687, 1.0748)
C (0.2876, -0.1447, -0.2368)
C (-0.2506, 1.3137, -0.4652)
C (-2.3204, 0.4249, 0.1563)
H (3.2664, 0.7196, 0.3971)
H (2.0963, -1.4491, -0.5429)
H (0.6908, -1.3343, 1.5061)
H (1.3045, 0.4933, 1.7021)
H (-0.2696, 1.6356, -1.5414)
H (0.4030, 2.0011, 0.0922)
H (-3.3227, 0.5096, 0.5350)
H (-2.6892, -1.2856, -0.7375)
H (-0.3957, -2.0460, -0.4570)
N (-1.5861, 1.4562, 0.0472)
N (-1.9393, -0.9182, -0.0787)
N (-0.6601, -1.0981, -0.7801)
O (2.6595, 0.5317, -0.5008)

Computed properties:
HOMO level = -0.3141 hartree
charge = 0
E_LUMO = 0.027 Ha
2S+1 = 1



*ii*
An isolated molecule of C5H9N3O. Source: the OMol25 dataset; level of theory: the ωB97M-V functional and the def2-TZVPD basis.

Cartesian coordinates (Å):
C (0.7563, 0.3168, -0.3329)
C (0.0220, -1.5509, 1.8946)
C (-0.9900, 0.6039, 1.1863)
C (1.4613, 0.5975, -1.6604)
C (-1.3283, 0.9877, -1.2400)
N (-0.6533, -0.4000, 1.9628)
N (-0.4823, 0.4836, -0.1896)
N (0.1177, -2.1391, 3.0624)
O (-1.6748, 1.5576, 1.4912)
H (2.2923, -0.0439, -1.7864)
H (1.8029, 1.5775, -1.3363)
H (0.9162, 0.5882, -2.6096)
H (-2.1402, 1.6261, -0.7283)
H (-0.7317, 1.6157, -1.9572)
H (-1.6747, 0.2200, -1.8926)
H (-0.8633, -0.0885, 2.9400)
H (-0.2021, -1.6250, 3.8397)
H (0.5140, -2.9737, 3.1217)

Computed properties:
HOMO level = -0.2668 hartree
charge = 0
E_LUMO = 0.033 Ha
2S+1 = 1



Stability ranking, top entry: *i*; the second entry is 0.0391 hartree less favorable.